Entry from OMol25: a cluster of 9 separate species, H18O9 in total (ωB97M-V with the def2-TZVPD basis set).

Results
LUMO energy ... 0.1 eV
ΔE to the lowest compared entry with this formula, charge and spin ... 1.665 eV
SMILES ... O.O.O.O.O.O.O.O.O
Gap between HOMO and LUMO ... 9.71 eV
Calculated total energy ... -18720.470 eV

```
27
Properties=species:S:1:pos:R:3:lowdin_charge:R:1
O -1.2429 -0.0050 -2.9238 -0.0472
H -0.6673 0.7462 -3.1176 0.0568
H -0.6493 -0.6754 -2.5604 0.0385
O -0.0405 2.2856 -0.5011 -0.0467
H 0.8768 1.9680 -0.5093 0.0457
H -0.0080 3.1492 -0.9291 0.0728
O 0.4892 -0.7201 -0.4574 -0.0732
H 0.5163 -1.4795 0.1445 0.0270
H -0.2023 -0.1261 -0.0981 0.0153
O 0.4615 -3.8474 0.8869 -0.0543
H 0.0241 -3.5811 1.7049 0.0292
H 1.3442 -4.1156 1.1623 0.0406
O 0.8790 -1.2768 2.5261 -0.0664
H 1.8125 -1.2508 2.2934 0.0480
H 0.6605 -0.3640 2.7685 0.0060
O 2.1741 0.4146 -2.2509 -0.0852
H 2.7534 -0.1164 -2.8066 0.0342
H 1.6022 -0.2301 -1.7807 -0.0116
O -2.8141 1.4471 -1.2181 -0.1102
H -2.3346 0.8715 -1.8548 -0.0184
H -2.5663 1.1023 -0.3415 -0.0254
O 0.6163 1.5852 2.1978 -0.0636
H 1.4279 2.1023 2.2033 0.0601
H 0.1215 1.9190 1.4200 0.0166
O -1.7477 0.2548 1.0015 -0.0407
H -1.4478 0.5917 1.8572 0.0611
H -2.0388 -0.6491 1.1831 0.0911
```

---

Entry from OMol25: a cluster of 9 separate species, H18O9 in total (ωB97M-V with the def2-TZVPD basis set).

Results
LUMO energy ... 0.1 eV
ΔE to the lowest compared entry with this formula, charge and spin ... 1.805 eV
SMILES ... O.O.O.O.O.O.O.O.O
Gap between HOMO and LUMO ... 10.78 eV
Calculated total energy ... -18720.330 eV

```
27
Properties=species:S:1:pos:R:3:lowdin_charge:R:1
O 3.0691 0.0679 0.0071 -0.0298
H 2.1946 -0.3072 -0.0965 0.0193
H 3.5799 -0.6258 0.4244 0.0605
O -0.4851 -0.1111 0.2671 -0.0466
H -0.2731 -0.2308 -0.6586 0.0109
H -0.0786 0.7234 0.5005 -0.0183
O -1.3385 -2.7104 -2.7057 -0.0410
H -1.8442 -1.9128 -2.5495 -0.0001
H -1.8248 -3.1730 -3.3882 0.0582
O 1.3905 1.3916 3.8257 -0.0552
H 0.7569 0.7637 4.1728 0.0288
H 1.1841 1.4500 2.8928 -0.0215
O -2.5563 -0.0699 -2.8477 -0.0300
H -3.1642 0.4749 -2.3478 0.0523
H -1.7366 0.4243 -2.8491 0.0431
O 0.8408 -0.9895 -2.5619 -0.0490
H 1.5858 -1.5797 -2.4482 0.0463
H 0.0768 -1.5661 -2.5696 -0.0263
O -1.9196 2.4784 1.8660 -0.0438
H -2.4289 3.2127 2.2091 0.0328
H -2.1519 2.4380 0.9382 0.0256
O 1.1382 1.8560 0.9187 -0.0444
H 1.2983 2.7890 1.0602 0.0807
H 1.9779 1.5118 0.6143 0.0232
O 0.1892 -2.4734 1.6645 -0.0631
H 0.5816 -2.1489 2.4750 0.0199
H -0.0619 -1.6831 1.1863 -0.0324
```

---

Entry from OMol25: a cluster of 9 separate species, H18O9 in total at a distorted geometry (ωB97M-V with the def2-TZVPD basis set).

Results
LUMO energy ... 0.1 eV
ΔE to the lowest compared entry with this formula, charge and spin ... 2.417 eV
SMILES ... O.O.O.O.O.O.O.O.O
Gap between HOMO and LUMO ... 10.85 eV
Calculated total energy ... -18719.719 eV

```
27
Properties=species:S:1:pos:R:3:lowdin_charge:R:1
O 2.2181 -2.3246 1.8544 -0.0507
H 2.3121 -1.9576 2.7404 0.0401
H 1.2751 -2.4416 1.7864 0.0145
O -0.0439 -0.5516 -0.1366 -0.0209
H 0.2511 0.0504 -0.7656 -0.0094
H 0.2491 -0.2726 0.6974 -0.0122
O 0.9941 1.2494 1.8004 -0.0612
H 0.4161 1.7844 1.2294 0.0205
H 0.3731 0.8354 2.4024 0.0113
O 1.7021 0.4874 -1.9516 -0.0356
H 1.9681 -0.1386 -1.3086 0.0439
H 1.9391 -0.1466 -2.6736 0.1045
O -2.6049 -1.4566 0.3634 -0.0523
H -1.6929 -1.2626 0.1324 -0.0134
H -3.1879 -1.0046 -0.2626 0.0661
O -0.5019 -1.5796 -2.7876 -0.0578
H 0.2241 -1.9786 -3.2756 0.0328
H -0.3469 -1.9256 -1.8866 0.0304
O -1.4779 1.9034 0.5954 0.0077
H -1.9489 1.1894 0.2484 -0.0013
H -1.7199 2.6044 0.0264 0.0468
O -1.4709 -0.6146 2.7174 -0.0341
H -2.1029 -0.3566 3.3684 0.0365
H -2.0419 -0.7416 1.9624 -0.0199
O 1.4541 3.1484 -2.1796 -0.0904
H 2.2121 3.3394 -2.7046 0.0023
H 1.5521 2.1624 -1.9936 0.0016
```

---

Entry from OMol25: a cluster of 9 separate species, H18O9 in total at a distorted geometry (ωB97M-V with the def2-TZVPD basis set).

Results
LUMO energy ... -0.8 eV
ΔE to the lowest compared entry with this formula, charge and spin ... 5.497 eV
SMILES ... O.O.O.O.O.O.O.O.O
Gap between HOMO and LUMO ... 10.02 eV
Calculated total energy ... -18716.639 eV

```
27
Properties=species:S:1:pos:R:3:lowdin_charge:R:1
O 4.4610 36.7870 45.0400 -0.0400
H 4.6290 37.5870 44.4760 0.0755
H 3.6680 37.2060 45.2700 -0.0635
O 2.3450 34.0970 50.2080 -0.0012
H 1.4790 34.1950 50.1770 -0.0444
H 2.6010 33.2030 50.5780 0.1144
O 3.2530 36.5020 49.1790 0.0035
H 3.2140 35.7730 49.7040 -0.0237
H 2.3890 36.7620 49.4120 0.0602
O 6.0000 36.7870 48.6260 -0.1126
H 5.0710 36.9110 48.8990 -0.0133
H 6.1130 36.3020 47.7350 0.0682
O 2.0440 34.8630 47.4130 -0.0815
H 2.6930 35.5550 47.7250 0.0335
H 2.0280 35.3160 46.5540 0.0361
O 4.5370 33.1000 48.1090 -0.0562
H 3.7230 33.4650 48.0140 -0.0902
H 5.0800 33.6920 47.4430 0.1050
O 0.2540 32.7870 48.4410 -0.0902
H 0.8310 33.4230 47.8700 0.0528
H 0.6880 31.9850 48.6750 0.0063
O 1.8600 37.2130 45.8820 -0.0188
H 2.3060 37.8630 46.2870 0.0204
H 1.5820 37.8910 45.1820 0.1551
O -0.5270 36.9820 46.3990 -0.1943
H 0.4150 36.8650 45.9500 -0.0139
H -0.8820 37.8870 45.8920 0.1131
```

---

Entry from OMol25: a cluster of 9 separate species, H18O9 in total (ωB97M-V with the def2-TZVPD basis set).

Results
LUMO energy ... -0.6 eV
ΔE to the lowest compared entry with this formula, charge and spin ... 3.269 eV
SMILES ... O.O.O.O.O.O.O.O.O
Gap between HOMO and LUMO ... 10.67 eV
Calculated total energy ... -18718.867 eV

```
27
Properties=species:S:1:pos:R:3:lowdin_charge:R:1
O 0.1549 -1.5687 -0.0218 -0.0438
H -0.0516 -0.6340 -0.1345 0.0128
H 0.0917 -1.9319 -0.9124 0.0359
O -1.5972 2.2387 1.6305 -0.0381
H -1.1011 1.4385 1.4240 0.0222
H -1.4791 2.3490 2.5807 0.0562
O -3.4821 0.0031 1.6903 -0.0472
H -2.6515 0.0898 1.2090 0.0045
H -3.7567 -0.9055 1.5223 0.0279
O 4.5274 -0.0296 -0.9528 -0.0591
H 5.2204 0.4116 -1.4568 0.0382
H 4.0139 0.6942 -0.5767 0.0271
O -0.1938 4.5117 -0.5845 -0.0642
H -0.7647 4.4685 0.1909 0.0199
H 0.3049 3.6874 -0.5547 0.0129
O 1.4895 1.2769 -2.0889 -0.0466
H 0.6872 0.7991 -1.8502 0.0168
H 1.3749 1.4749 -3.0252 0.0473
O -4.2884 -0.7021 -1.3565 -0.0494
H -3.7988 -1.2077 -2.0151 0.0337
H -4.1818 -1.2098 -0.5442 0.0084
O -0.6010 -4.4321 -0.6327 -0.0556
H -1.0793 -3.8084 -0.0748 0.0190
H -1.2914 -4.9962 -0.9991 0.0380
O 4.0714 -1.1731 2.4699 -0.0615
H 3.4010 -0.4827 2.4169 0.0260
H 4.4168 -1.2340 1.5721 0.0184
```

---

Entry from OMol25: a cluster of 9 separate species, H18O9 in total (ωB97M-V with the def2-TZVPD basis set).

Results
LUMO energy ... 0.0 eV
ΔE to the lowest compared entry with this formula, charge and spin ... 2.418 eV
SMILES ... O.O.O.O.O.O.O.O.O
Gap between HOMO and LUMO ... 10.96 eV
Calculated total energy ... -18719.717 eV

```
27
Properties=species:S:1:pos:R:3:lowdin_charge:R:1
O 3.3330 -10.7530 -28.9540 -0.0612
H 2.9397 -11.4679 -29.4654 0.0329
H 2.6701 -10.5370 -28.2859 0.0151
O -3.1300 -7.1249 -28.4740 -0.0728
H -2.8253 -7.8149 -27.8517 -0.0135
H -3.2089 -6.3285 -27.9404 0.0216
O -0.2961 -10.3444 -30.0589 -0.0680
H -0.1037 -11.2340 -29.7474 0.0239
H 0.1306 -9.7544 -29.4123 -0.0163
O 3.9020 -6.7423 -27.7684 -0.0514
H 3.6407 -7.2387 -28.5563 0.0552
H 4.8258 -6.5118 -27.9244 0.0593
O -0.3241 -6.4759 -26.3137 -0.0527
H -0.6854 -5.9993 -27.0727 0.0616
H -0.1845 -5.8020 -25.6357 0.0718
O -0.4986 -8.2055 -24.1919 -0.0714
H -0.6139 -7.8990 -25.1166 -0.0162
H -1.3855 -8.2244 -23.8208 0.0218
O -2.5602 -8.8703 -26.3562 -0.0412
H -2.8997 -8.6536 -25.4824 0.0557
H -2.1061 -9.7152 -26.2414 0.0732
O 0.8445 -8.7036 -28.0106 -0.0469
H 1.4908 -8.1694 -27.5311 0.0442
H -0.0044 -8.4629 -27.6156 0.0295
O 3.4439 -7.0174 -24.9938 -0.0756
H 3.8585 -6.1510 -24.9546 0.0251
H 3.6817 -7.3604 -25.8727 -0.0037
```

---

Entry from OMol25: a structure of composition H18O9Pb at a distorted geometry (ωB97M-V with the def2-TZVPD basis set).

Results
Net charge ... +2
LUMO energy ... -6.5 eV
ΔE to the lowest compared entry with this formula, charge and spin ... 0.908 eV
Gap between HOMO and LUMO ... 11.43 eV
Calculated total energy ... -23953.888 eV

```
28
Properties=species:S:1:pos:R:3:lowdin_charge:R:1
Pb -0.0641 -0.0374 0.0366 1.7174
O 0.2294 -1.5082 -2.0975 -0.1296
H 1.0094 -1.9388 -1.8030 -0.0137
H 0.0577 -1.8388 -3.0018 0.1189
O 2.1845 -2.0563 -0.3720 -0.0984
H 3.1100 -1.9683 -0.0554 0.1068
H 2.1322 -3.0395 -0.5723 0.1161
O -2.3683 -1.0169 -1.2529 -0.1170
H -3.3599 -1.0015 -1.2486 0.1186
H -2.0697 -1.7755 -1.7622 0.0442
O -1.7569 1.0916 2.0995 -0.0962
H -2.1875 1.9438 2.0472 0.0606
H -1.5955 1.0089 3.0580 0.0842
O 1.0518 2.7106 1.8600 -0.0495
H 1.6143 3.4753 2.0525 0.0947
H 0.1469 3.0598 1.8261 0.0667
O 1.6903 0.9664 -1.6719 -0.0845
H 1.2633 1.7415 -1.8646 -0.0035
H 1.6670 0.4891 -2.5091 0.0710
O -0.6437 -1.8582 1.3445 -0.1337
H -1.4475 -2.3159 1.0430 0.0991
H 0.0029 -2.5433 1.4874 0.0791
O -1.6748 1.8525 -1.7422 -0.0758
H -1.7599 1.0977 -2.3534 0.0419
H -1.2897 2.5534 -2.2331 0.0389
O 1.2160 0.1605 2.2763 -0.1602
H 1.4002 -0.3527 3.0911 0.1036
H 1.4418 1.1002 2.3179 0.0004
```

---

Entry from OMol25: a cluster of 10 separate species, H19O10 in total at a distorted geometry (ωB97M-V with the def2-TZVPD basis set).

Results
Net charge ... -1
LUMO energy ... 3.2 eV
ΔE to the lowest compared entry with this formula, charge and spin ... 3.056 eV
Gap between HOMO and LUMO ... 9.27 eV
Calculated total energy ... -20783.461 eV

```
29
Properties=species:S:1:pos:R:3:lowdin_charge:R:1
O -3.2962 1.5932 -0.4070 -0.0581
H -3.8898 2.1810 -0.6651 -0.0672
H -2.4000 1.7117 -0.8253 0.0085
O 1.5471 0.4932 -2.5108 -0.1261
H 2.0903 1.1817 -2.7237 -0.0387
H 0.6469 0.9095 -2.1009 0.0497
O 1.3791 -1.9161 -3.4157 -0.0409
H 0.9452 -1.2602 -3.0915 -0.1326
H 1.7868 -2.4391 -2.6372 0.0923
O -1.3657 0.4784 0.6545 -0.1918
H -2.3497 -0.6969 2.7998 -0.0272
H -1.3135 0.7121 -2.1209 -0.0050
O -3.0734 -1.2783 2.7911 -0.0453
H 4.0990 -0.0298 -1.9603 0.0899
H -1.2675 1.1122 1.3833 0.0051
O 1.7920 -0.1539 1.9518 -0.0920
H 2.7442 -0.4494 2.1274 0.0994
H 1.3553 -0.8376 1.3647 0.0488
O 0.0511 -1.9409 0.2362 -0.1044
H -0.7546 -2.5930 0.3077 0.1124
H -0.2133 -1.1013 -0.1337 -0.0116
O 3.7690 0.4989 -1.1490 -0.1052
H 3.0673 1.1195 -1.2116 -0.0144
H -3.5996 -0.8468 2.1175 0.0285
O -0.8102 1.3396 -1.5920 -0.3289
H -0.9934 0.9227 -0.2752 -0.0196
O -0.0038 0.7390 3.6370 -0.0866
H 0.6507 0.3113 3.0343 -0.0228
H -0.5165 1.2671 3.0405 -0.0163
```

---

Entry from OMol25: a cluster of 2 separate species, H2 in total at a distorted geometry (ωB97M-V with the def2-TZVPD basis set).

Results
LUMO energy ... -1.9 eV
ΔE to the lowest compared entry with this formula, charge and spin ... 4.642 eV
Gap between HOMO and LUMO ... 8.73 eV
Calculated total energy ... -26.948 eV

```
2
Properties=species:S:1:pos:R:3:lowdin_charge:R:1
H -0.8119 0.2761 0.3880 0.0000
H 0.8119 -0.2761 -0.3880 0.0000
```